1.
Below is C12H11NO4Zn as an isolated structure, with properties calculated with the ωB97M-V functional and the def2-TZVPD basis.

```
29
C12H11NO4Zn | the Open Molecules 2025 dataset | the ωB97M-V functional and the def2-TZVPD basis
Zn 0.015 0.606 -1.575
C 0.013 1.821 0.373
O 0.012 2.332 1.408
C 0.011 2.598 -2.331
O 0.008 3.661 -2.767
C -2.052 0.732 -1.449
O -3.182 0.757 -1.389
C 2.081 0.740 -1.448
O 3.212 0.770 -1.390
C 0.018 -0.939 -2.977
H 0.966 -1.499 -2.847
H -0.927 -1.503 -2.847
C 0.016 0.301 -3.648
H -0.922 0.698 -4.076
H 0.952 0.702 -4.076
N 0.012 -1.034 -0.036
C -0.005 -0.821 1.343
C 1.223 -0.808 2.018
C 1.186 -0.733 3.408
C -0.039 -0.674 4.090
C -1.247 -0.678 3.375
C -1.248 -0.753 1.984
H 0.855 -1.356 -0.500
H -0.819 -1.359 -0.519
H 2.158 -0.839 1.450
H 2.122 -0.729 3.953
H -0.053 -0.620 5.183
H -2.196 -0.631 3.895
H -2.169 -0.741 1.392
```

## Properties
Total energy in eV: -70700.533
Multiplicity: 1
Charge: +2
Kohn-Sham gap in eV: 6.333



2.
Below is one molecule with the formula C12H11NOS, with properties calculated with the ωB97M-V functional and the def2-TZVPD basis.

```
26
C12H11NOS | the Open Molecules 2025 dataset | the ωB97M-V functional and the def2-TZVPD basis
C 0.443 -1.746 -1.693
C -2.704 0.876 1.057
C 1.534 -0.925 -1.833
C -0.119 -2.169 -0.418
C -2.497 0.366 -0.221
C -1.683 1.511 1.787
C 1.982 -0.185 -0.658
C 0.431 -1.729 0.712
C -1.242 0.641 -0.969
C -0.551 1.841 1.080
C 1.616 -0.750 0.673
C -0.339 1.388 -0.230
N 2.236 -0.714 1.763
O 1.984 2.321 -0.037
S 1.274 1.519 -1.037
H 0.005 -2.022 -2.586
H -3.730 0.699 1.410
H 1.739 -0.485 -2.839
H -1.145 -2.555 -0.393
H -3.256 -0.219 -0.650
H -1.767 1.869 2.745
H 3.103 0.168 -0.816
H 0.305 -2.192 1.732
H -0.977 0.127 -1.856
H 0.325 2.453 1.323
H 3.030 -0.090 1.953
```

## Properties
Total energy in eV: -26991.277
Multiplicity: 1
Charge: 0
Kohn-Sham gap in eV: 8.274



3.
Below is C12H12 as an isolated structure, with properties calculated with the ωB97M-V functional and the def2-TZVPD basis.

```
24
C12H12 | the Open Molecules 2025 dataset | the ωB97M-V functional and the def2-TZVPD basis
C 0.753 2.520 -2.128
C 1.421 1.346 -2.658
C 0.875 0.255 -3.241
C -0.552 0.194 -3.442
C -1.206 1.229 -2.678
C -0.575 2.352 -2.088
C -0.095 -0.285 1.846
C -1.015 -1.436 1.887
C -1.037 -2.327 2.876
C -0.140 -2.245 3.929
C 0.609 -1.160 3.982
C 0.727 -0.369 2.882
H 1.494 3.561 -2.165
H 2.491 1.287 -2.991
H 1.624 -0.374 -4.191
H -1.192 -0.429 -4.258
H -2.285 1.282 -2.889
H -1.472 3.099 -1.722
H -0.134 0.482 1.185
H -1.587 -1.404 0.973
H -1.599 -3.369 2.666
H 0.028 -3.101 4.651
H 1.223 -1.203 4.925
H 1.644 0.095 2.647
```

## Properties
Total energy in eV: -12632.977
Multiplicity: 1
Charge: 0
Kohn-Sham gap in eV: 9.902



4.
Below is C12H12AsMoN5OS5 as an isolated structure, with properties calculated with the ωB97M-V functional and the def2-TZVPD basis.

```
37
C12H12AsMoN5OS5 | the Open Molecules 2025 dataset | the ωB97M-V functional and the def2-TZVPD basis
Mo -1.613 0.119 -0.056
N -3.296 -2.632 -3.081
C -2.652 -1.940 -2.103
S -2.789 -0.214 -2.191
N -1.925 -2.581 -1.241
N -1.323 -1.820 -0.313
C -0.321 -2.339 0.377
C 0.179 -1.546 1.425
C 1.186 -1.938 2.324
C 1.495 -1.132 3.396
C 0.768 0.048 3.586
C -0.172 0.406 2.644
N -0.442 -0.329 1.563
H -3.995 -2.108 -3.584
H -3.478 -3.607 -2.913
H 0.039 -3.338 0.171
H 1.693 -2.878 2.160
H 2.270 -1.418 4.093
H 0.931 0.681 4.443
H -0.735 1.332 2.746
S -2.934 3.178 3.086
As -3.410 2.350 1.221
S -3.523 0.096 1.316
S -1.658 2.545 -0.144
S -5.162 3.174 0.432
O 0.303 0.048 -1.155
N 1.404 0.697 -1.377
C 2.524 -0.013 -1.713
C 3.716 0.613 -1.955
C 3.815 2.002 -1.865
C 2.660 2.707 -1.522
C 1.483 2.052 -1.292
H 2.389 -1.083 -1.763
H 4.579 0.016 -2.210
H 4.748 2.511 -2.048
H 2.680 3.782 -1.428
H 0.567 2.562 -1.027
```

## Properties
Total energy in eV: -139009.775
Expectation value of S²: 1.20
Multiplicity: 2
Charge: -1
Kohn-Sham gap (spin up / spin down) in eV: 5.051 / 5.010



5.
Below is C12H12Br2FNO6 as an isolated structure, with properties calculated with the ωB97M-V functional and the def2-TZVPD basis.

```
34
C12H12Br2FNO6 | the Open Molecules 2025 dataset | the ωB97M-V functional and the def2-TZVPD basis
C -2.614 -2.765 -1.075
O -1.629 -3.437 -0.308
C -0.308 -3.161 -0.777
C 0.034 -1.668 -0.625
C 0.413 -1.174 0.622
C 0.533 -2.114 1.809
O 1.599 -2.288 2.328
O -0.565 -2.830 2.285
Br -1.429 -1.763 3.497
C 0.677 0.207 0.734
F 0.992 0.633 1.955
C 0.604 1.070 -0.337
C 0.863 2.564 -0.243
C 1.861 3.041 0.868
C 1.103 3.922 1.895
O 0.358 3.173 2.850
N 0.232 0.530 -1.535
Br 0.033 1.576 -3.074
C -0.053 -0.770 -1.700
C -0.508 -1.303 -3.084
O -1.641 -0.985 -3.475
O 0.317 -1.997 -3.692
H -2.454 -2.903 -2.159
H -2.686 -1.685 -0.843
H -3.603 -3.195 -0.851
H 0.383 -3.791 -0.199
H -0.274 -3.495 -1.828
H 1.206 3.002 -1.191
H -0.112 3.048 -0.040
H 2.587 3.728 0.393
H 2.453 2.246 1.333
H 1.818 4.617 2.376
H 0.381 4.582 1.371
H -0.571 3.386 2.721
```

## Properties
Total energy in eV: -169211.012
Multiplicity: 1
Charge: 0
Kohn-Sham gap in eV: 7.405



6.
Below is C12H12HgNO7P2 as an isolated structure, with properties calculated with the ωB97M-V functional and the def2-TZVPD basis.

```
35
C12H12HgNO7P2 | the Open Molecules 2025 dataset | the ωB97M-V functional and the def2-TZVPD basis
Hg -1.549 -0.511 1.297
O -4.281 -2.141 1.619
P -4.341 -1.494 0.085
O -5.580 -1.993 -0.555
O -3.005 -1.731 -0.529
O -4.553 0.050 0.558
P -4.007 1.485 0.004
O -4.653 2.383 1.232
O -4.639 1.892 -1.258
O -2.515 1.578 0.174
H -5.197 -2.134 1.898
H -4.112 2.179 1.995
C 1.658 -2.540 -3.072
C 0.777 -2.907 -2.063
C 0.588 -2.097 -0.969
C 1.255 -0.862 -0.838
C 2.137 -0.504 -1.883
C 2.328 -1.332 -2.967
N 0.974 -0.031 0.185
C 1.825 0.838 0.755
C 3.200 0.555 0.926
C 4.034 1.430 1.583
C 3.548 2.626 2.094
C 2.197 2.923 1.941
C 1.349 2.055 1.293
H 1.808 -3.181 -3.932
H 0.225 -3.837 -2.140
H -0.114 -2.382 -0.190
H 2.640 0.453 -1.841
H 3.008 -1.028 -3.758
H 3.583 -0.383 0.543
H 5.085 1.179 1.706
H 4.211 3.312 2.607
H 1.817 3.860 2.336
H 0.302 2.290 1.165
```

## Properties
Total energy in eV: -51221.524
Expectation value of S²: 0.76
Multiplicity: 2
Charge: -2
Kohn-Sham gap (spin up / spin down) in eV: 6.396 / 4.913



7.
Below is one molecule with the formula C12H12N2O5, with properties calculated with the ωB97M-V functional and the def2-TZVPD basis.

```
31
C12H12N2O5 | the Open Molecules 2025 dataset | the ωB97M-V functional and the def2-TZVPD basis
O -1.617 -2.441 1.130
C -1.582 -1.305 0.740
C -2.689 -0.376 0.407
C -4.055 -0.551 0.459
C -4.858 0.524 0.084
C -4.302 1.725 -0.327
C -2.923 1.901 -0.380
C -2.129 0.836 -0.008
C -0.656 0.700 0.049
O 0.201 1.501 -0.246
N -0.414 -0.582 0.505
C 0.913 -1.114 0.729
C 1.671 -1.342 -0.589
C 3.131 -0.874 -0.509
O 3.877 -1.336 -1.603
C 3.230 0.667 -0.388
N 3.806 1.101 0.890
O 4.550 2.049 0.872
O 3.476 0.491 1.883
H -4.481 -1.488 0.781
H -5.932 0.419 0.115
H -4.951 2.541 -0.610
H -2.484 2.834 -0.697
H 0.783 -2.052 1.271
H 1.462 -0.417 1.369
H 1.666 -2.402 -0.848
H 1.173 -0.799 -1.397
H 3.603 -1.330 0.369
H 3.440 -1.078 -2.423
H 2.233 1.124 -0.445
H 3.857 1.075 -1.184
```

## Properties
Total energy in eV: -25854.641
Multiplicity: 1
Charge: 0
Structure (SMILES): O=C1c2ccccc2C(=O)N1CC[C@@H](O)C[N+](=O)[O-]
Kohn-Sham gap in eV: 9.420



8.
Below is one molecule with the formula C12H12N4O5S, with properties calculated with the ωB97M-V functional and the def2-TZVPD basis.

```
34
C12H12N4O5S | the Open Molecules 2025 dataset | the ωB97M-V functional and the def2-TZVPD basis
C -7.281 0.479 1.023
C -6.231 0.249 -0.046
O -5.029 -0.202 0.593
C -3.916 -0.161 -0.139
O -3.850 0.219 -1.276
N -2.866 -0.629 0.633
C -1.517 -0.794 0.355
O -0.806 -1.299 1.185
C -1.016 -0.266 -0.963
S -0.170 1.313 -0.609
C 1.454 0.719 -0.478
N 1.858 -0.459 -0.867
C 3.195 -0.493 -0.601
C 4.125 -1.509 -0.811
C 5.430 -1.266 -0.450
C 5.808 -0.038 0.109
N 7.182 0.167 0.467
O 7.967 -0.737 0.263
O 7.484 1.239 0.955
C 4.904 0.995 0.330
C 3.599 0.746 -0.031
N 2.452 1.499 0.032
H -8.205 0.807 0.557
H -7.466 -0.441 1.571
H -6.946 1.240 1.722
H -6.011 1.166 -0.602
H -6.552 -0.518 -0.760
H -3.136 -0.945 1.559
H -0.245 -0.922 -1.367
H -1.814 -0.060 -1.671
H 3.820 -2.448 -1.241
H 6.193 -2.016 -0.589
H 5.233 1.927 0.763
H 2.354 2.436 0.384
```

## Properties
Total energy in eV: -39670.716
Multiplicity: 1
Charge: 0
Structure (SMILES): CCOC(=O)NC(=O)CSc1nc2ccc([N+](=O)[O-])cc2[nH]1
Kohn-Sham gap in eV: 8.278